[1]
Formula: H14O7
Source: OMol25
Level of theory: wB97M-V/def2-TZVPD

The geometry in ORCA input format:
```
! wB97M-V def2-TZVPD RIJCOSX def2/J DEFGRID3
* xyz 0 1
O -3.1866 2.7279 4.1771
H -2.5982 2.5403 3.4458
H -3.8757 2.0673 4.1063
O -1.7896 3.6734 -1.1749
H -1.1203 4.0225 -1.7634
H -2.3681 3.1655 -1.7438
O 3.7123 -3.7788 1.4934
H 4.6213 -3.4840 1.4391
H 3.6956 -4.3675 2.2480
O -4.3437 -1.2162 1.5115
H -5.0584 -0.7561 1.9519
H -4.3517 -0.8727 0.6181
O 0.4066 0.1729 0.7233
H 1.0944 0.0849 0.0634
H 0.0386 1.0434 0.5718
O 3.7417 1.6899 -3.0698
H 3.1442 2.4253 -2.9345
H 4.2772 1.9505 -3.8192
O 1.4767 -3.9438 -2.8731
H 1.6961 -3.8478 -1.9463
H 0.7874 -3.2972 -3.0248
*
```

Its HOMO energy is -0.416 hartree. For the LUMO energy, the calculation gives 0.0024 Ha. For the HOMO-LUMO gap, the calculation gives 11.40 eV. As for the structure (SMILES): O.O.O.O.O.O.O.

Let us look at the Löwdin charges, expressed in e, one per atom:
1 O -0.05
2 H 0.03
3 H 0.02
4 O -0.05
5 H 0.03
6 H 0.03
7 O -0.05
8 H 0.03
9 H 0.03
10 O -0.05
11 H 0.02
12 H 0.03
13 O -0.05
14 H 0.03
15 H 0.02
16 O -0.05
17 H 0.02
18 H 0.03
19 O -0.05
20 H 0.03
21 H 0.03

[2]
Formula: C3H17B2ClCoCrN3O10
Source: OMol25
Level of theory: wB97M-V/def2-TZVPD

The geometry in ORCA input format:
```
! wB97M-V def2-TZVPD RIJCOSX def2/J DEFGRID3
* xyz 2 9
Cr 4.1965 1.1713 -2.1542
Co -1.1348 3.2360 0.6140
Cl 0.6084 0.5346 -1.1204
O 0.1471 1.9331 -0.9946
O -0.4341 -0.1935 -1.8553
O 1.7939 0.4705 -1.9363
O 0.8864 0.0095 0.1673
B 0.1215 2.6622 2.4272
H -0.9183 2.3880 2.3378
H 0.5150 3.0518 1.5012
H 0.2121 3.4145 3.1954
H 0.6574 1.7491 2.6351
B -0.2916 5.2807 0.4499
H -0.1063 4.4996 -0.2710
H -1.1242 5.0500 1.0962
H 0.5436 5.4017 1.1222
H -0.5414 6.2213 -0.0161
C 2.8524 -2.8588 -0.6273
N 4.0331 -2.3561 -1.3118
O 4.9181 -3.1697 -1.6017
O 4.0754 -1.1809 -1.5831
H 2.0359 -2.8514 -1.3493
H 2.5760 -2.2158 0.2083
H 3.0961 -3.8735 -0.3125
C -0.6611 -3.4755 -1.1639
N -1.8696 -4.1832 -0.6377
O -2.9282 -3.6072 -0.7926
O -1.6318 -5.2798 -0.1265
H -0.1097 -3.1416 -0.2849
H -0.9334 -2.6525 -1.8246
H -0.0824 -4.2305 -1.6962
C -2.8029 -0.8549 0.6233
N -3.0576 0.4897 1.1390
O -2.2916 1.3454 0.7336
O -4.0320 0.6826 1.8992
H -3.5989 -1.4554 1.0635
H -1.8053 -1.1900 0.9072
H -2.9140 -0.8213 -0.4605
*
```

Its HOMO energy (spin up / spin down) is -0.580 / -0.580 hartree. For the LUMO energy (spin up / spin down), the calculation gives -0.4770 / -0.4103 Ha. For the HOMO-LUMO gap (spin up / spin down), the calculation gives 2.79 / 4.61 eV.

Let us look at the Löwdin charges, expressed in e, one per atom:
1 Cr 1.51
2 Co 0.97
3 Cl 0.72
4 O -0.35
5 O -0.25
6 O -0.37
7 O -0.27
8 B -0.25
9 H -0.01
10 H 0.00
11 H 0.01
12 H 0.01
13 B -0.19
14 H -0.01
15 H 0.01
16 H 0.06
17 H 0.05
18 C 0.07
19 N -0.39
20 O 0.18
21 O -0.06
22 H 0.10
23 H 0.11
24 H 0.13
25 C 0.02
26 N -0.42
27 O 0.07
28 O 0.09
29 H 0.09
30 H 0.08
31 H 0.10
32 C 0.06
33 N -0.35
34 O -0.04
35 O 0.16
36 H 0.12
37 H 0.11
38 H 0.11

[3]
Formula: HO2P
Source: OMol25
Level of theory: wB97M-V/def2-TZVPD

The geometry in ORCA input format:
```
! wB97M-V def2-TZVPD RIJCOSX def2/J DEFGRID3
* xyz 0 1
O 0.7561 0.3345 -0.7966
O 0.7519 0.3770 0.7500
P -0.1483 -0.7795 -0.0030
H -1.3597 0.0680 0.0495
*
```

Its HOMO energy is -0.389 hartree. For the LUMO energy, the calculation gives -0.0175 Ha. For the HOMO-LUMO gap, the calculation gives 10.11 eV. As for the structure (SMILES): o1o[pH]1.

Let us look at the Löwdin charges, expressed in e, one per atom:
1 O -0.37
2 O -0.37
3 P 0.80
4 H -0.06